Record 1
C4H34BO25 as an isolated structure at a distorted geometry. Source: the OMol25 dataset; level of theory: the ωB97M-V functional and the def2-TZVPD basis.

The value obtained for the relative energy (zero: lowest compared OMol25 entry of this formula, charge and spin) is 93.1 kcal/mol. The calculation puts the total energy at -56571.1685 eV. Its lowest unoccupied orbital energy is 1.0 eV. The maximum force comes out at 7.7 eV/A.

ORCA input file:
```
! wB97M-V def2-TZVPD RIJCOSX def2/J DEFGRID3
* xyz -1 1
O -2.621 0.172 -2.029
O 0.447 0.077 0.642
O 4.013 1.189 3.562
O -2.136 -2.609 -1.047
O -0.836 3.350 1.539
O 1.614 3.629 -0.206
O 3.141 3.602 2.018
O -3.593 -3.864 -3.041
O -0.645 -2.294 -3.976
O 0.114 0.751 3.884
O 0.832 -1.107 -1.918
O -0.645 -4.333 0.220
O -4.682 0.829 -4.575
O 4.069 -1.290 1.385
O -1.729 0.677 -0.120
O 2.167 0.887 5.842
O -1.366 -1.477 0.625
O 2.858 0.866 -1.075
O -3.465 -1.589 -4.303
O -0.836 3.101 -1.726
O -1.209 0.321 2.309
O 2.067 -1.462 3.648
O -0.331 -2.968 2.935
O 2.053 0.988 1.836
O -1.650 1.162 -4.180
C -0.074 0.610 2.718
C -1.899 -1.498 -0.524
C -2.254 -0.172 -0.897
C 0.921 0.531 1.702
B -0.968 -0.089 0.896
H 2.428 3.741 2.601
H -2.528 -1.667 -4.311
H 0.672 3.528 -0.025
H -0.209 -3.430 2.122
H -4.376 1.555 -4.049
H -0.275 2.602 -2.284
H -0.336 -1.957 -3.158
H -2.202 1.870 -4.507
H 3.850 1.837 4.192
H 0.107 -2.599 -4.424
H 0.171 -3.848 0.220
H -3.653 -1.547 -5.242
H 3.200 1.088 3.075
H 2.534 1.778 5.830
H 1.342 0.824 5.392
H 2.537 1.006 -0.164
H -2.918 -3.801 -2.381
H 3.159 1.742 -1.343
H -3.669 -2.986 -3.452
H 4.421 -1.098 0.470
H 3.217 2.653 1.828
H 2.064 3.739 0.645
H 1.475 -0.945 -1.272
H -4.395 0.016 -4.147
H -0.411 3.443 2.424
H -1.209 -3.728 -0.267
H 1.889 -0.648 4.048
H 3.231 -1.625 1.323
H -1.191 -2.572 2.773
H -1.218 2.382 -1.268
H -1.631 2.932 1.799
H 1.218 -1.833 3.353
H 1.408 -1.355 -2.663
H -2.042 0.912 -3.293
*
```

Results of the natural (NBO) charge analysis, in e, for atoms 1 through 5: -0.580 -0.607 -0.936 -0.584 -0.932

Record 2
A 13-piece molecular cluster, C4H34O13S2 overall at a distorted geometry. Source: the OMol25 dataset; level of theory: the ωB97M-V functional and the def2-TZVPD basis.

The value obtained for the relative energy (zero: lowest compared OMol25 entry of this formula, charge and spin) is 107.4 kcal/mol. The calculation puts the total energy at -52985.1177 eV. Its lowest unoccupied orbital energy is 0.1 eV. The maximum force comes out at 5.7 eV/A.

ORCA input file:
```
! wB97M-V def2-TZVPD RIJCOSX def2/J DEFGRID3
* xyz 0 1
S 3.023 -1.116 2.353
S 1.343 -0.263 2.942
O -1.006 3.556 -2.932
O -0.467 4.358 0.017
O -3.029 -3.231 -1.833
O -2.220 2.413 0.583
O -4.129 -0.720 -1.425
O -1.575 -0.239 1.036
O 2.627 1.128 -3.017
O 2.229 -1.687 -2.270
O -2.300 3.906 3.014
O -0.315 0.409 -2.193
O -4.058 -1.035 2.631
O 2.432 2.421 -0.551
O -0.239 -1.726 -0.604
C 2.879 -2.427 1.127
C 3.375 -2.014 -0.285
C 0.675 -1.035 4.433
C 2.943 -2.674 -1.534
H -3.621 -0.343 2.214
H -4.739 -0.977 -2.195
H -2.811 -2.270 -1.714
H -1.479 2.970 0.324
H -0.455 4.319 -3.240
H 3.127 1.177 -3.941
H -4.745 -0.808 -0.765
H -0.767 -1.180 0.077
H 1.851 -2.586 0.920
H 2.067 2.467 -1.495
H 3.831 -2.965 -2.180
H -2.714 -3.618 -1.000
H -0.339 -0.856 4.728
H 1.229 -0.848 5.378
H -2.523 2.184 -0.312
H -1.792 0.629 0.877
H 2.631 1.597 -0.225
H 4.443 -2.339 -0.211
H 2.143 -3.426 -1.248
H -3.402 -1.731 2.959
H -0.549 4.593 -1.006
H 0.672 -2.097 4.495
H 0.549 4.351 0.183
H 2.950 0.159 -2.880
H -0.447 0.486 -1.283
H 0.034 -0.466 -2.349
H -2.499 3.270 2.325
H -0.281 -2.622 -0.357
H 3.314 -3.325 1.578
H -0.726 -0.020 1.650
H -1.452 4.150 2.704
H -0.427 2.737 -2.807
H 1.281 -1.735 -2.380
H 3.456 -0.905 -0.317
*
```

Results of the natural (NBO) charge analysis, in e, for atoms 1 through 5: 0.116 0.091 -0.975 -0.991 -0.959

Record 3
A 13-piece molecular cluster, C4H35N2O14 overall at a distorted geometry. Source: the OMol25 dataset; level of theory: the ωB97M-V functional and the def2-TZVPD basis.

The value obtained for the relative energy (zero: lowest compared OMol25 entry of this formula, charge and spin) is 0.0 kcal/mol. The calculation puts the total energy at -36365.5538 eV. Its lowest unoccupied orbital energy is 2.5 eV. The maximum force comes out at 1.2 eV/A.

ORCA input file:
```
! wB97M-V def2-TZVPD RIJCOSX def2/J DEFGRID3
* xyz -1 1
O 3.205 -0.391 2.832
O -1.885 1.667 2.223
O 0.711 -3.422 1.170
O -1.747 -1.397 -3.122
O -3.397 -1.459 -0.973
O -3.358 2.198 -0.026
O 1.562 2.209 -0.097
O -0.789 3.253 0.331
O -2.954 0.976 -2.414
O 0.926 -1.415 -3.206
O -0.932 2.810 -2.322
O 4.196 -1.524 0.608
O 1.422 -2.267 3.650
O 2.149 1.825 2.280
N -1.478 -0.953 1.398
N 1.416 -0.062 -0.871
C 0.043 -0.090 -0.301
C 0.001 -2.590 0.247
C -0.154 -1.165 0.777
C 1.872 1.346 -1.099
H 0.555 -2.633 -0.701
H 0.610 -0.947 1.525
H 0.600 -1.797 3.472
H -2.205 -0.859 0.691
H 1.239 1.834 2.606
H -3.298 1.642 -0.831
H 2.003 1.956 1.202
H -3.617 -0.535 -1.141
H 3.690 -2.353 0.653
H 2.783 0.512 2.513
H -0.748 -1.363 -3.097
H -2.589 2.782 -0.138
H 0.162 2.904 0.158
H -1.033 2.733 1.143
H -0.656 -0.257 -1.129
H 0.520 -3.132 2.077
H -1.016 3.086 -1.369
H 1.365 -0.853 -3.860
H -1.693 0.708 2.183
H 1.404 1.709 -2.027
H 2.958 1.262 -1.250
H 2.129 -1.619 3.417
H 3.950 -0.180 3.417
H 2.034 -0.587 -0.256
H -1.706 -1.734 2.002
H -2.597 1.745 1.543
H -0.074 2.375 -2.293
H -2.784 -1.682 -1.705
H -0.247 0.870 0.130
H -1.995 -1.816 -3.950
H -2.509 0.176 -2.773
H -0.944 -3.089 0.043
H -2.259 1.679 -2.455
H 1.231 -1.028 -2.316
H 3.928 -1.058 1.431
*
```

Results of the natural (NBO) charge analysis, in e, for atoms 1 through 5: -1.037 -1.024 -0.743 -1.010 -0.994

Record 4
A 19-piece molecular cluster, C4H36BO26 overall at a distorted geometry. Source: the OMol25 dataset; level of theory: the ωB97M-V functional and the def2-TZVPD basis.

The value obtained for the relative energy (zero: lowest compared OMol25 entry of this formula, charge and spin) is 25.5 kcal/mol. The calculation puts the total energy at -58653.3722 eV. Its lowest unoccupied orbital energy is 1.8 eV. The maximum force comes out at 1.4 eV/A.

ORCA input file:
```
! wB97M-V def2-TZVPD RIJCOSX def2/J DEFGRID3
* xyz -1 1
O -23.821 -20.314 -17.689
O -25.813 -23.342 -15.086
O -24.633 -26.159 -20.821
O -18.887 -21.255 -14.466
O -19.211 -18.483 -12.347
O -18.082 -23.077 -12.314
O -19.048 -25.169 -13.917
O -23.073 -20.378 -11.194
O -20.371 -16.625 -14.246
O -22.278 -22.764 -17.071
O -22.834 -24.494 -18.397
O -21.511 -17.859 -16.592
O -22.308 -21.443 -14.996
O -21.520 -22.669 -20.539
O -24.544 -23.893 -12.585
O -20.321 -22.587 -15.539
O -22.856 -25.902 -15.715
O -17.669 -19.803 -16.729
O -17.392 -24.363 -16.086
O -25.896 -26.961 -15.579
O -24.286 -27.420 -17.835
O -22.322 -23.850 -15.042
O -21.369 -19.939 -13.594
O -23.777 -28.792 -13.372
O -22.264 -26.331 -12.790
O -25.148 -20.346 -13.835
C -22.573 -24.031 -17.330
C -21.322 -20.856 -14.365
C -22.552 -24.773 -15.962
C -20.006 -21.534 -14.786
B -21.769 -22.626 -15.701
H -17.431 -20.632 -17.153
H -19.651 -18.901 -13.102
H -18.793 -25.412 -14.817
H -25.213 -23.580 -14.360
H -21.606 -21.712 -20.580
H -21.934 -22.920 -19.703
H -25.028 -21.296 -13.948
H -25.055 -23.343 -11.982
H -19.924 -18.131 -11.809
H -22.437 -17.918 -16.345
H -23.347 -27.229 -17.760
H -17.732 -23.516 -15.771
H -20.940 -16.895 -13.519
H -24.626 -27.318 -16.930
H -23.565 -19.830 -16.902
H -24.121 -28.211 -12.686
H -23.644 -23.549 -12.522
H -24.663 -25.248 -21.125
H -23.546 -28.189 -14.087
H -16.668 -24.140 -16.677
H -26.466 -27.711 -15.381
H -17.628 -19.993 -15.785
H -21.976 -26.797 -13.581
H -23.031 -20.810 -17.925
H -22.624 -19.651 -11.635
H -22.381 -25.423 -13.084
H -21.056 -17.661 -15.759
H -26.661 -23.720 -14.837
H -19.958 -24.862 -13.993
H -25.496 -26.721 -14.735
H -18.185 -23.936 -12.758
H -26.092 -20.209 -13.959
H -20.713 -15.768 -14.524
H -23.938 -20.034 -10.952
H -24.650 -26.094 -19.856
H -18.128 -22.445 -13.043
*
```

Results of the natural (NBO) charge analysis, in e, for atoms 1 through 5: -0.940 -0.966 -0.956 -0.594 -0.941